No. 1
The molecule C10H14Br2O6 at a distorted geometry, computed with the ωB97M-V functional and the def2-TZVPD basis.

Properties
- gap between HOMO and LUMO (eV) = 10.5262
- energy above the lowest of the compared OMol25 structures with the same formula, charge and spin (kcal/mol) = 0.0
- HOMO energy (eV) = -10.00
- SMILES string = O=C(CBr)OCC1(COC(=O)CBr)COCOC1
- LUMO energy (eV) = 0.53

Element x y z (Å)
O1 0.68619 2.64118 -2.21069
C1 1.12980 2.53833 -1.05815
C2 2.20463 3.54405 -0.66198
Br1 3.27895 3.02859 0.91521
O2 0.69504 1.65633 -0.10965
C3 -0.37676 0.79176 -0.61931
C4 -0.81560 -0.22399 0.46125
C5 0.31734 -1.24588 0.74806
O3 0.68847 -1.90977 -0.49400
C6 1.90116 -2.53744 -0.46893
O4 2.55876 -2.80311 0.52941
C7 2.49045 -2.92171 -1.79418
Br2 1.11346 -2.83130 -3.22834
C8 -2.09355 -0.96069 0.03174
O5 -3.28795 -0.16147 0.25525
C9 -3.52156 0.16238 1.63338
O6 -2.34555 0.03344 2.41802
C10 -1.17748 0.55863 1.75617
H1 2.84439 3.69281 -1.51365
H2 1.70905 4.45484 -0.39089
H3 -0.02749 0.21949 -1.49422
H4 -1.22733 1.39929 -0.96547
H5 -0.00021 -1.98341 1.49758
H6 1.18033 -0.71798 1.18961
H7 3.35419 -2.29405 -2.05605
H8 2.88894 -3.92291 -1.70848
H9 -2.19136 -1.89156 0.61233
H10 -2.03156 -1.28227 -1.02259
H11 -3.84524 1.23473 1.72457
H12 -4.32179 -0.45664 2.05822
H13 -1.42874 1.60772 1.52369
H14 -0.34901 0.58055 2.44210

Atomic forces in eV per Å
O 0.7 -0.7 2.8
C -0.8 0.2 -1.8
C -0.1 -1.2 1.0
Br -0.3 0.2 -0.6
O -0.1 0.5 -1.5
C -0.3 -0.7 -0.3
C 0.3 0.4 0.2
C -0.1 0.5 0.4
O 1.3 -0.1 0.7
C 0.6 -0.1 1.6
O -1.4 0.8 -1.2
C -0.7 0.3 -0.9
Br 0.9 -0.2 0.3
C -0.6 -0.2 0.3
O 0.7 0.0 0.0
C 0.8 0.9 -0.1
O 0.3 -0.8 -0.3
C -1.3 0.4 -0.4
H 0.3 0.0 -0.1
H -0.2 0.5 0.1
H 0.1 0.4 0.3
H 0.3 -0.1 0.4
H 0.0 0.1 -0.3
H -0.1 -0.2 -0.4
H -0.6 0.1 0.1
H -0.3 -0.3 -0.1
H 0.2 0.2 0.0
H -0.4 0.5 0.3
H 0.1 -0.7 -0.6
H 0.5 -0.2 0.0
H 0.3 -0.2 -0.2
H 0.1 -0.2 0.5

No. 2
The molecule C7H10 at a distorted geometry, computed with the ωB97M-V functional and the def2-TZVPD basis.

Properties
- gap between HOMO and LUMO (eV) = 8.5844
- energy above the lowest of the compared OMol25 structures with the same formula, charge and spin (kcal/mol) = 74.6
- HOMO energy (eV) = -8.13
- SMILES string = C=C/C=C/C(=C)C
- LUMO energy (eV) = 0.45

Element x y z (Å)
C1 0.04639 2.17461 2.42183
C2 -0.79965 1.38364 1.76306
C3 -0.55572 0.97948 0.38113
C4 -0.72234 -0.28043 -0.04960
C5 0.20834 -1.04930 -0.86861
C6 0.57384 -2.29239 -0.50851
C7 0.51395 -0.60361 -2.27618
H1 0.21874 2.18479 3.48764
H2 0.59560 2.89583 1.82130
H3 -1.72636 1.00290 2.19153
H4 0.04325 1.67768 -0.20581
H5 -1.45139 -0.84589 0.52539
H6 0.60479 -2.51103 0.55661
H7 0.65301 -3.14293 -1.16673
H8 -0.31304 -0.04246 -2.71667
H9 0.65618 -1.46327 -2.94202
H10 1.45441 -0.06761 -2.41437

Atomic forces in eV per Å
C 0.0 0.5 -0.6
C -1.5 0.1 -0.1
C 0.8 0.8 -0.8
C 0.3 0.6 2.0
C -0.4 -0.9 -2.1
C -0.6 0.4 1.2
C -0.4 -0.3 -0.9
H -0.7 0.3 0.1
H 0.8 -0.6 0.1
H 0.6 -0.8 0.6
H 0.4 -0.3 0.1
H 0.3 -0.4 0.1
H -0.6 -0.3 -0.1
H 1.1 0.3 -0.4
H 0.2 0.3 0.1
H -0.1 -0.2 0.3
H -0.1 0.4 0.5

No. 3
The molecule C4H9NO2, computed with the ωB97M-V functional and the def2-TZVPD basis.

Properties
- gap between HOMO and LUMO (eV) = 10.7056
- energy above the lowest of the compared OMol25 structures with the same formula, charge and spin (kcal/mol) = 19.4
- HOMO energy (eV) = -9.99
- SMILES string = C[C@@H](CO)NC=O
- LUMO energy (eV) = 0.71

Element x y z (Å)
C1 -1.17691 1.35319 -0.47411
C2 -0.28659 0.44752 0.37478
C3 -0.85344 -0.97243 0.42395
O1 -0.23241 -1.78688 1.37597
N1 1.09221 0.51545 -0.12732
C4 1.94593 -0.46177 -0.49508
O2 1.75290 -1.66833 -0.47663
H1 -0.74677 2.35586 -0.58233
H2 -2.16321 1.46116 -0.01123
H3 -1.31431 0.92796 -1.47427
H4 -0.26736 0.81648 1.40802
H5 -1.90251 -0.87838 0.71950
H6 -0.82865 -1.41320 -0.58188
H7 0.58872 -2.08612 0.95015
H8 1.48056 1.44476 -0.18160
H9 2.91183 -0.05528 -0.84791

Atomic forces in eV per Å
C -0.1 0.0 0.0
C -0.1 0.0 0.1
C -0.2 0.3 -0.2
O 0.2 -0.2 0.0
N 0.2 0.0 -0.1
C 0.0 -0.3 0.0
O 0.0 0.3 0.0
H -0.1 -0.2 0.0
H 0.2 0.0 0.0
H 0.1 0.1 0.1
H 0.0 0.0 -0.1
H 0.0 0.0 0.0
H 0.0 0.0 0.1
H 0.0 0.0 0.1
H 0.0 0.0 0.0
H -0.1 0.0 0.1